Record 1
Formula: C2F4
Source: the OMol25 dataset
Level of theory: ωB97M-V/def2-TZVPD

* HOMO level: -10.01 eV
* energy relative to the best compared isomer or geometry (same formula, charge and spin): 0.1 kJ/mol
* gap between HOMO and LUMO: 10.8 eV
* lowest unoccupied orbital energy: 0.8 eV

```
! wB97M-V def2-TZVPD RIJCOSX def2/J DEFGRID3
* xyz 0 1
F 1.37907 -1.10475 -0.00071
C 0.65995 0.00029 -0.00065
F 1.38757 1.09989 -0.00073
C -0.65824 -0.00750 0.00546
F -1.37936 1.10961 -0.00166
F -1.38900 -1.09754 -0.00171
*
```



Record 2
Formula: C39H84O30S3
Source: the OMol25 dataset
Level of theory: ωB97M-V/def2-TZVPD

* HOMO level: -9.41 eV
* gap between HOMO and LUMO: 9.7 eV
* lowest unoccupied orbital energy: 0.3 eV

```
! wB97M-V def2-TZVPD RIJCOSX def2/J DEFGRID3
* xyz 0 1
C -0.02080 1.76865 2.18144
C 0.48277 1.63468 0.73261
O 0.18849 0.26130 0.37665
S -0.66811 0.01863 -0.93388
C 0.51114 0.53793 -2.20678
O -0.73760 -1.40372 -1.05140
O -1.83815 0.82194 -1.03688
H -1.10448 1.85484 2.16645
H 0.35449 2.64819 2.70407
H 0.30568 0.89188 2.74107
H -0.11546 2.38198 0.21853
H 1.54666 1.82357 0.60593
H 0.28388 1.56115 -2.49954
H 0.37036 -0.13032 -3.05189
H 1.51994 0.45321 -1.81260
C -1.34812 -2.11191 6.97303
C -2.25064 -1.25218 6.09935
O -2.31229 0.02682 6.75055
S -2.67353 1.33022 5.91041
C -4.45696 1.14140 5.70571
O -2.42560 2.45717 6.73730
O -2.12059 1.24242 4.59927
H -1.72355 -2.16838 7.99317
H -0.36966 -1.62534 6.99179
H -1.17860 -3.10820 6.56814
H -1.79909 -1.23103 5.10751
H -3.24302 -1.68986 5.98640
H -4.57990 0.33195 4.98011
H -4.77278 2.06426 5.23067
H -4.98634 0.81671 6.59360
C -3.13311 3.60775 -3.09249
C -2.91727 4.22992 -1.72876
O -1.50752 4.43011 -1.55959
S -1.05401 5.33261 -0.30546
C -1.44478 6.94552 -0.93604
O -1.94847 5.02686 0.75977
O 0.34918 5.13239 -0.18797
H -2.72210 4.28868 -3.84127
H -4.20465 3.45461 -3.24788
H -2.69058 2.62167 -3.23040
H -3.45606 5.18231 -1.64783
H -3.39742 3.60442 -0.96789
H -1.03033 6.97729 -1.93997
H -1.03961 7.77798 -0.36696
H -2.52747 7.00453 -0.86969
C 0.26441 -5.01708 -7.17688
O -0.41435 -5.06313 -5.95314
C 0.25533 -4.78188 -4.82577
O 1.43082 -4.63530 -4.71897
O -0.62209 -4.71278 -3.84170
C -0.17108 -4.16192 -2.62231
H 1.31745 -4.75917 -7.03421
H -0.06185 -4.21685 -7.84785
H 0.15156 -5.97631 -7.67032
H 0.02285 -3.08583 -2.62912
H 0.67076 -4.64528 -2.13565
H -1.05500 -4.28196 -1.99715
C 0.14502 -4.84340 1.06841
O -0.66106 -5.70989 0.28542
C -0.97080 -6.84856 0.84075
O -0.81358 -7.10534 1.97497
O -1.48305 -7.60518 -0.07073
C -1.80662 -8.92799 0.29944
H 1.12091 -5.26239 1.31963
H -0.42339 -4.61814 1.96769
H 0.32403 -3.90373 0.56269
H -0.86529 -9.44720 0.54204
H -2.24322 -9.52120 -0.48926
H -2.31180 -8.92609 1.26515
C 3.29783 -5.45725 1.10234
O 3.11783 -5.44830 -0.30586
C 2.83423 -4.34283 -0.96389
O 2.80208 -4.26132 -2.13758
O 2.59054 -3.32847 -0.12467
C 2.56144 -2.03423 -0.78301
H 3.70598 -6.43894 1.34325
H 2.32316 -5.38228 1.58448
H 4.02851 -4.73630 1.46444
H 3.52786 -1.95970 -1.30788
H 2.43753 -1.20394 -0.10620
H 1.88729 -2.05224 -1.64270
C 3.09633 4.04475 2.00530
O 4.35524 4.16936 2.65455
C 4.33853 4.79488 3.79919
O 3.40410 5.32679 4.27457
O 5.56925 4.86205 4.24200
C 5.75983 5.45516 5.51970
H 2.33856 3.66868 2.69134
H 3.19168 3.42798 1.11666
H 2.73050 5.00790 1.63557
H 6.62771 4.97662 5.96133
H 4.88274 5.35615 6.15785
H 5.94881 6.52680 5.42314
C -6.86239 -2.59657 2.51584
O -5.58612 -2.53553 1.95056
C -4.56715 -2.08101 2.69267
O -4.63032 -1.86000 3.85034
O -3.53508 -1.92171 1.86373
C -2.33471 -1.35865 2.41539
H -7.04793 -3.53526 3.03545
H -7.64578 -2.45059 1.77816
H -6.97964 -1.78579 3.23959
H -1.66902 -1.11928 1.59042
H -1.86204 -2.02298 3.13313
H -2.56813 -0.38115 2.84287
C 7.23148 1.84568 -0.53490
O 6.66534 2.14453 -1.79964
C 5.35061 2.36788 -1.84570
O 4.59924 2.18828 -0.94579
O 5.06399 2.77981 -3.07621
C 3.71763 3.19725 -3.37980
H 6.81348 2.39951 0.30523
H 8.30427 2.01278 -0.54740
H 7.08015 0.78274 -0.32031
H 3.51601 4.04859 -2.73012
H 3.01979 2.38258 -3.20659
H 3.74495 3.50853 -4.41530
C -3.47382 -2.17948 -4.38013
C -2.97269 -2.53400 -5.78413
C -3.00419 -1.15044 -6.41251
O -2.45100 -0.29878 -5.42010
C -2.76924 -0.84459 -4.11199
H -3.07092 -2.90334 -3.67099
H -4.55056 -2.05508 -4.33141
H -3.57866 -3.29553 -6.27361
H -1.95905 -2.93582 -5.74887
H -4.03815 -0.84863 -6.63894
H -2.44032 -1.01492 -7.33684
H -3.46165 -0.12917 -3.66341
H -1.82394 -0.90740 -3.58345
C 1.39606 2.22499 5.61369
C 1.97785 2.62501 6.98155
C 2.76447 1.36103 7.43383
O 2.75956 0.44189 6.35180
C 1.55750 0.70417 5.63006
H 2.05080 2.55226 4.79966
H 0.37313 2.51997 5.39792
H 1.14169 2.86702 7.63517
H 2.69299 3.44076 6.91752
H 2.25903 0.87669 8.28077
H 3.75706 1.69215 7.73222
H 0.76604 0.21826 6.22788
H 1.60093 0.26923 4.63354
C -0.92225 1.96536 -7.31121
C 0.47873 2.52518 -7.60948
C 0.90927 3.04932 -6.23303
O 0.01338 2.56767 -5.27146
C -1.27017 2.57062 -5.94598
H -1.01081 0.88825 -7.20082
H -1.61486 2.25541 -8.10613
H 0.47953 3.29628 -8.37492
H 1.14925 1.73277 -7.95432
H 0.74074 4.14254 -6.31437
H 1.96527 3.00144 -5.97932
H -1.70544 3.57384 -5.96079
H -1.80558 1.84617 -5.34444
*
```



Record 3
Formula: C23H35Br3F3N2O5
Source: the OMol25 dataset
Level of theory: ωB97M-V/def2-TZVPD

* HOMO level (alpha / beta): -8.48 / -8.28 eV
* ⟨S²⟩: 1.76
* gap between HOMO and LUMO (alpha / beta): 8.6 / 5.5 eV
* lowest unoccupied orbital energy (alpha / beta): 0.2 / -2.8 eV

```
! wB97M-V def2-TZVPD RIJCOSX def2/J DEFGRID3
* xyz 0 2
C 3.07318 4.17201 2.14942
C 1.80468 4.59093 1.89546
C 1.26372 4.94995 0.53890
C 0.58361 3.71671 -0.17197
O 0.30757 2.76995 0.83701
N -1.09767 2.39627 0.95483
O -1.18637 1.25819 1.11407
O -0.63049 4.22370 -0.71779
C -0.25222 4.85931 -1.87155
O -0.82510 5.79628 -2.31177
C 1.01114 4.20564 -2.41747
C 1.39672 3.13192 -1.35705
C 0.59219 1.86666 -1.77201
C 1.04467 1.19219 -3.05683
C 0.36059 -0.14460 -3.28396
F -0.99172 -0.02928 -3.23996
Br 0.85691 -1.43419 -1.89415
C 0.77346 -0.78777 -4.62791
F 0.35096 -2.04476 -4.71756
F 2.11258 -0.82356 -4.68842
Br 0.11783 0.22202 -6.13383
C 2.90103 2.96038 -1.05080
Br 3.40299 1.12624 -0.61995
C 3.88516 3.55763 -2.05201
C 3.87010 2.98649 -3.46708
H 3.24230 3.21340 2.63418
H 3.95998 4.74681 1.89487
H 1.09743 4.64811 2.71939
H 2.03553 5.39465 -0.09486
H 0.46765 5.68295 0.67557
H 1.71589 5.03498 -2.45566
H 0.79212 3.80689 -3.40118
H 0.65007 1.15381 -0.95108
H -0.46326 2.11663 -1.87860
H 2.11167 0.99379 -3.08533
H 0.80098 1.78061 -3.94418
H 3.06914 3.48275 -0.11593
H 3.77310 4.64321 -2.07601
H 4.88033 3.36280 -1.64909
H 4.68895 3.44274 -4.02560
H 4.09042 1.92060 -3.43854
H 2.96180 3.20609 -4.02284
C -2.35904 -1.80955 2.56457
C -1.37918 -2.91403 2.10285
C -1.66538 -3.29534 0.64952
C -2.94177 -4.11538 0.47230
C -2.93728 -5.33320 1.39489
C -2.68326 -4.97703 2.85997
N -1.47344 -4.10841 2.99876
O -0.40502 -4.82510 2.89614
C -3.92750 -4.28847 3.44745
C -2.50260 -6.25060 3.67743
C 0.01218 -2.29639 2.19332
H -1.91813 -0.82607 2.41864
H -3.29807 -1.81349 2.01214
H -2.58546 -1.90023 3.62652
H -0.82267 -3.87355 0.25627
H -1.72352 -2.38569 0.04718
H -3.82588 -3.49836 0.65437
H -3.01647 -4.44679 -0.56503
H -3.88839 -5.86468 1.31787
H -2.16462 -6.02954 1.05418
H -3.72944 -3.93152 4.45889
H -4.74689 -5.00528 3.50032
H -4.28624 -3.45125 2.85493
H -1.70951 -6.88214 3.28351
H -3.42828 -6.82558 3.65328
H -2.27163 -6.01838 4.71786
H 0.25610 -2.02764 3.22242
H 0.03630 -1.39038 1.58683
H 0.78546 -2.96506 1.81992
*
```



Please write out number 3 again, unchanged.
Formula: C23H35Br3F3N2O5
Source: the OMol25 dataset
Level of theory: ωB97M-V/def2-TZVPD

* HOMO level (alpha / beta): -8.48 / -8.28 eV
* ⟨S²⟩: 1.76
* gap between HOMO and LUMO (alpha / beta): 8.6 / 5.5 eV
* lowest unoccupied orbital energy (alpha / beta): 0.2 / -2.8 eV

```
! wB97M-V def2-TZVPD RIJCOSX def2/J DEFGRID3
* xyz 0 2
C 3.07318 4.17201 2.14942
C 1.80468 4.59093 1.89546
C 1.26372 4.94995 0.53890
C 0.58361 3.71671 -0.17197
O 0.30757 2.76995 0.83701
N -1.09767 2.39627 0.95483
O -1.18637 1.25819 1.11407
O -0.63049 4.22370 -0.71779
C -0.25222 4.85931 -1.87155
O -0.82510 5.79628 -2.31177
C 1.01114 4.20564 -2.41747
C 1.39672 3.13192 -1.35705
C 0.59219 1.86666 -1.77201
C 1.04467 1.19219 -3.05683
C 0.36059 -0.14460 -3.28396
F -0.99172 -0.02928 -3.23996
Br 0.85691 -1.43419 -1.89415
C 0.77346 -0.78777 -4.62791
F 0.35096 -2.04476 -4.71756
F 2.11258 -0.82356 -4.68842
Br 0.11783 0.22202 -6.13383
C 2.90103 2.96038 -1.05080
Br 3.40299 1.12624 -0.61995
C 3.88516 3.55763 -2.05201
C 3.87010 2.98649 -3.46708
H 3.24230 3.21340 2.63418
H 3.95998 4.74681 1.89487
H 1.09743 4.64811 2.71939
H 2.03553 5.39465 -0.09486
H 0.46765 5.68295 0.67557
H 1.71589 5.03498 -2.45566
H 0.79212 3.80689 -3.40118
H 0.65007 1.15381 -0.95108
H -0.46326 2.11663 -1.87860
H 2.11167 0.99379 -3.08533
H 0.80098 1.78061 -3.94418
H 3.06914 3.48275 -0.11593
H 3.77310 4.64321 -2.07601
H 4.88033 3.36280 -1.64909
H 4.68895 3.44274 -4.02560
H 4.09042 1.92060 -3.43854
H 2.96180 3.20609 -4.02284
C -2.35904 -1.80955 2.56457
C -1.37918 -2.91403 2.10285
C -1.66538 -3.29534 0.64952
C -2.94177 -4.11538 0.47230
C -2.93728 -5.33320 1.39489
C -2.68326 -4.97703 2.85997
N -1.47344 -4.10841 2.99876
O -0.40502 -4.82510 2.89614
C -3.92750 -4.28847 3.44745
C -2.50260 -6.25060 3.67743
C 0.01218 -2.29639 2.19332
H -1.91813 -0.82607 2.41864
H -3.29807 -1.81349 2.01214
H -2.58546 -1.90023 3.62652
H -0.82267 -3.87355 0.25627
H -1.72352 -2.38569 0.04718
H -3.82588 -3.49836 0.65437
H -3.01647 -4.44679 -0.56503
H -3.88839 -5.86468 1.31787
H -2.16462 -6.02954 1.05418
H -3.72944 -3.93152 4.45889
H -4.74689 -5.00528 3.50032
H -4.28624 -3.45125 2.85493
H -1.70951 -6.88214 3.28351
H -3.42828 -6.82558 3.65328
H -2.27163 -6.01838 4.71786
H 0.25610 -2.02764 3.22242
H 0.03630 -1.39038 1.58683
H 0.78546 -2.96506 1.81992
*
```



Question: Number 3 is which compound?
Answer: C23H35Br3F3N2O5